(1)
C36H27F3IrN2O3S2Si as an isolated structure. Source: the Open Molecules 2025 dataset; level of theory: ωB97M-V/def2-TZVPD.

The geometry in XYZ format:
```
75
Properties=species:S:1:pos:R:3:forces:R:3
Ir 0.404741 0.600507 -0.334037 1.34 -0.81 -0.52
C 1.230449 -0.708706 -2.336250 0.20 -0.25 -0.52
C 2.590653 -0.515824 -2.015054 -0.74 -0.57 0.10
C 2.791602 0.836348 -1.770210 -0.49 0.79 0.31
C 1.536228 1.534084 -1.969179 0.39 0.06 -0.51
C 0.621014 0.580877 -2.510007 -0.48 0.08 0.68
H 0.776982 -1.655142 -2.588768 0.00 0.03 0.04
H 3.301240 -1.310795 -1.848280 0.05 0.06 -0.01
H 3.684415 1.285836 -1.364322 0.01 -0.06 -0.05
H 1.425294 2.602497 -2.078546 0.05 -0.01 0.08
H -0.277824 0.785194 -3.067483 0.03 0.00 -0.10
F -1.125791 3.320248 4.028814 0.03 0.00 -0.01
C -0.331843 2.307282 4.421658 0.00 0.06 0.10
F -0.609276 2.071770 5.718242 0.01 0.02 -0.05
F 0.928965 2.747321 4.353748 -0.04 -0.05 -0.02
C -0.555002 1.077563 3.589499 0.09 -0.03 -0.17
C -1.081977 -0.071197 4.130605 -0.05 -0.20 -0.03
C -1.269571 -1.208286 3.338115 -0.02 0.10 0.26
C -0.932392 -1.156484 2.010991 0.16 0.19 -0.29
N -0.440748 -0.029348 1.473887 -0.24 0.00 0.27
C -0.229686 1.072481 2.227903 -0.33 -0.38 0.18
S 0.442305 2.287082 1.224046 0.06 0.61 0.09
H -1.343868 -0.089894 5.179591 0.00 -0.01 -0.01
H -1.668648 -2.119820 3.757550 0.00 0.01 0.01
H -1.027195 -2.002601 1.345621 0.01 0.00 -0.05
C -1.237664 5.108705 -3.741943 0.00 0.00 -0.01
C -0.768138 5.163004 -2.436565 0.02 0.00 0.03
C -0.935318 4.077032 -1.589521 -0.03 -0.01 -0.06
C -1.588166 2.915489 -2.018147 -0.13 -0.07 -0.08
C -2.043685 2.879214 -3.339988 0.04 0.10 0.04
C -1.870701 3.961704 -4.193725 -0.01 -0.01 -0.01
Si -1.774742 1.409328 -0.896911 0.36 0.16 0.09
C -2.743095 0.064400 -1.777430 -0.01 -0.06 -0.02
C -2.283157 -1.249999 -1.873947 -0.05 0.01 0.02
C -3.065898 -2.246836 -2.445191 0.03 0.02 0.00
C -4.325703 -1.938420 -2.931854 -0.04 -0.02 -0.01
C -4.808618 -0.639358 -2.831759 -0.03 0.02 -0.02
C -4.027314 0.349228 -2.254502 0.02 -0.11 -0.01
C -2.824140 1.820641 0.611906 -0.07 -0.06 -0.06
C -2.950416 3.104124 1.143655 -0.04 0.04 0.01
C -3.717997 3.338811 2.275511 0.00 0.03 -0.01
C -4.372077 2.290430 2.905086 0.00 0.00 0.02
C -4.268936 1.007138 2.387750 -0.01 -0.01 -0.01
C -3.510124 0.781817 1.248603 -0.02 0.04 0.03
H -1.104275 5.954571 -4.404284 0.00 0.00 0.00
H -0.264201 6.051437 -2.076987 0.00 0.00 -0.01
H -0.536650 4.133197 -0.583574 -0.02 0.01 0.03
H -2.540639 1.993542 -3.716716 -0.01 -0.02 0.00
H -2.233171 3.905621 -5.212637 0.00 0.01 0.00
H -1.308389 -1.511305 -1.472504 0.00 0.01 -0.03
H -2.692159 -3.261339 -2.504595 0.00 0.00 0.00
H -4.937889 -2.710985 -3.379522 -0.01 0.00 0.00
H -5.799049 -0.399754 -3.197807 0.00 -0.01 -0.01
H -4.426650 1.353803 -2.161520 0.00 0.01 0.00
H -2.448125 3.940100 0.672579 0.01 -0.02 0.00
H -3.795754 4.342992 2.672564 0.00 0.00 0.00
H -4.962461 2.473030 3.794174 0.00 0.01 0.00
H -4.784588 0.182885 2.865697 0.00 0.00 0.00
H -3.456249 -0.223496 0.846309 0.00 -0.03 -0.02
O 1.225452 -2.684085 0.258054 -0.24 0.37 -0.16
C 2.057831 -1.947734 0.772868 0.11 -0.36 0.01
N 2.086631 -0.591699 0.729212 0.09 0.32 0.42
S 3.292039 0.034534 1.660229 -0.06 -0.17 0.03
O 2.790523 0.608689 2.877153 -0.17 0.11 0.01
O 4.174893 0.837842 0.858746 0.06 0.09 -0.05
C 4.023990 -1.518920 2.052177 0.13 0.06 -0.04
C 5.163985 -1.786513 2.781607 0.04 -0.04 0.03
C 5.498857 -3.123658 2.957301 0.00 0.04 0.01
C 4.707160 -4.137206 2.420704 -0.02 0.00 -0.02
C 3.560419 -3.839559 1.696506 -0.01 -0.03 0.01
C 3.231847 -2.506905 1.521617 0.02 -0.09 0.00
H 5.767933 -0.991647 3.197490 0.01 0.00 0.00
H 6.386391 -3.381840 3.519919 0.00 0.00 0.00
H 4.993202 -5.169658 2.572534 0.00 0.00 0.00
H 2.933369 -4.613135 1.273562 -0.01 0.01 0.00
```
Forces are in eV/Å.

Its spin multiplicity is 2. The gap between HOMO and LUMO (alpha / beta) comes out at 7.83 / 5.82 eV. Its maximum force is 1.647 eV Å⁻¹. As for the energy above the lowest of the compared OMol25 structures with the same formula, charge and spin: 0.715 eV. The value obtained for the LUMO energy (alpha / beta) is -0.44 / -2.36 eV. The energy comes out at -87433.629 eV. The HOMO energy (alpha / beta) is -8.274 / -8.178 eV. The net charge is 0.

Charges obtained by Löwdin population analysis, quoted in units of e:
1 Ir 1.061
2 C -0.117
3 C -0.072
4 C -0.042
5 C -0.259
6 C -0.274
7 H 0.108
8 H 0.124
9 H 0.105
10 H 0.107
11 H 0.092
12 F 0.142
13 C -0.588
14 F 0.137
15 F 0.153
16 C -0.095
17 C 0.030
18 C -0.024
19 C -0.099
20 N -0.141
21 C -0.639
22 S 0.782
23 H 0.129
24 H 0.112
25 H 0.120
26 C -0.087
27 C -0.080
28 C -0.128
29 C -0.272
30 C -0.100
31 C -0.080
32 Si 0.621
33 C -0.292
34 C -0.107
35 C -0.079
36 C -0.088
37 C -0.079
38 C -0.104
39 C -0.283
40 C -0.101
41 C -0.087
42 C -0.087
43 C -0.083
44 C -0.110
45 H 0.102
46 H 0.105
47 H 0.060
48 H 0.092
49 H 0.103
50 H 0.070
51 H 0.104
52 H 0.102
53 H 0.103
54 H 0.112
55 H 0.091
56 H 0.106
57 H 0.102
58 H 0.103
59 H 0.101
60 O 0.031
61 C -0.536
62 N -0.164
63 S 0.631
64 O -0.293
65 O -0.298
66 C -0.217
67 C -0.027
68 C -0.066
69 C -0.064
70 C 0.001
71 C -0.136
72 H 0.123
73 H 0.106
74 H 0.105
75 H 0.121



(2)
C36H27GeN4O2W as an isolated structure. Source: the Open Molecules 2025 dataset; level of theory: ωB97M-V/def2-TZVPD.

The geometry in XYZ format:
```
71
Properties=species:S:1:pos:R:3:forces:R:3
W 0.131582 -0.793081 0.852312 0.37 -0.51 0.14
O 2.389544 1.678187 -1.543315 -0.05 0.02 0.06
C 2.073035 1.101136 -0.556951 -0.01 -0.04 -0.03
N 0.684723 0.968472 -0.115253 0.23 0.09 -0.13
C -0.202408 1.922134 -0.395898 -0.12 0.11 0.00
C 0.018843 3.171490 -1.016596 -0.01 0.03 -0.02
C -1.054457 3.998784 -1.174131 0.06 -0.02 0.00
C -2.392099 3.625613 -0.749996 -0.03 0.02 0.00
C -2.655558 2.441979 -0.145105 -0.14 0.13 -0.03
C -1.565953 1.561367 0.069431 0.15 0.08 -0.06
N -1.598568 0.364922 0.630198 0.02 -0.24 0.11
C -2.861914 -0.244005 1.016580 0.01 -0.14 0.04
O -3.799851 0.357576 1.416056 -0.01 -0.03 0.01
C -2.769447 -1.711221 0.806967 -0.01 0.17 0.03
C -3.887320 -2.504009 0.882609 -0.10 -0.10 0.00
C -3.751159 -3.869933 0.642349 0.03 0.00 -0.01
C -2.487084 -4.367314 0.356346 -0.14 -0.03 0.01
C -1.412485 -3.501412 0.321186 0.23 -0.07 -0.01
N -1.528073 -2.178714 0.528216 -0.16 -0.11 -0.01
C 2.955459 0.370685 0.370718 -0.08 0.10 -0.12
C 4.307348 0.587261 0.354646 0.18 0.00 0.02
C 5.091089 -0.034050 1.329625 -0.10 -0.05 0.04
C 4.450011 -0.831477 2.264319 0.18 0.10 -0.08
C 3.081261 -1.015701 2.188078 -0.07 -0.24 0.28
N 2.313249 -0.438105 1.251723 -0.09 0.02 -0.22
H 0.997158 3.462100 -1.361149 0.03 0.02 -0.02
H -0.922496 4.970916 -1.634124 0.04 0.00 0.00
H -3.192920 4.336341 -0.918329 -0.01 -0.02 0.01
H -3.646518 2.189611 0.196212 0.00 0.04 -0.02
H -4.842861 -2.050997 1.116140 0.00 0.00 0.00
H -4.612318 -4.525867 0.678228 0.00 0.00 0.00
H -2.326366 -5.419596 0.163049 0.00 0.00 0.01
H -0.417750 -3.899442 0.143667 -0.03 0.04 0.01
H 4.726329 1.252142 -0.390795 0.01 -0.01 0.01
H 6.161957 0.122894 1.365504 0.00 0.00 0.00
H 4.995550 -1.314230 3.064030 0.02 0.01 0.00
H 2.591232 -1.642943 2.921469 0.04 0.08 -0.09
C -1.708564 -2.444322 -5.010702 0.05 -0.04 0.03
C -1.944410 -1.439300 -4.070184 -0.03 0.01 -0.04
C -1.157051 -1.360687 -2.941731 -0.03 -0.01 0.02
C -0.111754 -2.280379 -2.752325 0.10 -0.06 0.01
C 0.114031 -3.294213 -3.699911 0.09 -0.08 -0.04
C -0.688404 -3.373223 -4.823305 -0.09 0.05 -0.03
Ge 1.005633 -2.192527 -1.251744 -0.09 0.38 0.01
C 0.370541 -1.815663 2.568277 -0.15 0.25 0.05
C -0.169805 -0.735651 3.290859 -0.10 -0.38 0.24
C -0.674715 -0.922597 4.581268 0.00 -0.01 -0.03
C -0.591184 -2.187409 5.128110 0.00 -0.09 0.06
C -0.009367 -3.257374 4.418080 -0.05 0.00 0.10
C 0.492507 -3.082475 3.146219 0.00 -0.02 -0.01
C 2.708494 -2.993603 -1.184365 -0.07 0.01 -0.07
C 3.419698 -3.097800 -2.391991 -0.04 0.01 -0.16
C 4.662760 -3.704580 -2.404741 0.07 -0.05 0.07
C 5.187581 -4.233105 -1.228356 -0.04 0.04 -0.04
C 4.484466 -4.136611 -0.026686 0.04 -0.02 -0.01
C 3.258303 -3.504149 0.001852 -0.08 -0.01 0.12
H -2.331882 -2.504724 -5.893586 0.01 0.00 -0.01
H -2.742339 -0.727390 -4.233067 0.00 0.00 -0.02
H -1.345757 -0.576082 -2.214130 0.02 0.01 0.03
H 0.900689 -4.028137 -3.555921 -0.03 0.07 -0.01
H -0.522033 -4.154164 -5.552781 -0.01 0.00 -0.01
H -0.119548 0.287829 2.935314 -0.05 0.59 -0.17
H -1.069825 -0.089063 5.146735 0.00 -0.01 0.01
H -0.963112 -2.364239 6.130182 0.00 0.01 0.00
H 0.028928 -4.235301 4.882550 0.00 0.00 -0.01
H 0.916952 -3.918636 2.604754 0.01 0.00 0.00
H 3.015382 -2.697601 -3.316749 0.01 -0.04 0.06
H 5.217617 -3.778627 -3.330577 0.00 0.00 0.01
H 6.150716 -4.726798 -1.245633 0.00 0.00 0.00
H 4.898775 -4.567571 0.875073 0.01 0.00 0.00
H 2.710617 -3.440739 0.939603 0.04 -0.02 -0.08
```
Forces are in eV/Å.

Its spin multiplicity is 2. The gap between HOMO and LUMO (alpha / beta) comes out at 5.03 / 4.90 eV. Its maximum force is 0.648 eV Å⁻¹. The value obtained for the LUMO energy (alpha / beta) is -14.60 / -14.69 eV. The energy comes out at -106125.080 eV. The HOMO energy (alpha / beta) is -19.626 / -19.584 eV. The net charge is +4.

Charges obtained by natural (NBO) population analysis, quoted in units of e:
1 W 1.469
2 O -0.406
3 C 0.657
4 N -0.597
5 C 0.343
6 C -0.256
7 C -0.023
8 C -0.032
9 C -0.266
10 C 0.309
11 N -0.614
12 C 0.657
13 O -0.395
14 C 0.080
15 C -0.143
16 C -0.054
17 C -0.182
18 C 0.088
19 N -0.491
20 C 0.065
21 C -0.143
22 C -0.047
23 C -0.195
24 C 0.107
25 N -0.500
26 H 0.290
27 H 0.281
28 H 0.283
29 H 0.295
30 H 0.293
31 H 0.286
32 H 0.283
33 H 0.219
34 H 0.290
35 H 0.284
36 H 0.282
37 H 0.238
38 C -0.090
39 C -0.186
40 C -0.189
41 C -0.601
42 C -0.095
43 C -0.203
44 Ge 1.417
45 C -0.319
46 C -0.262
47 C -0.150
48 C -0.097
49 C -0.135
50 C -0.166
51 C -0.495
52 C -0.186
53 C -0.185
54 C -0.101
55 C -0.192
56 C -0.225
57 H 0.264
58 H 0.249
59 H 0.184
60 H 0.228
61 H 0.266
62 H 0.232
63 H 0.275
64 H 0.279
65 H 0.274
66 H 0.242
67 H 0.239
68 H 0.267
69 H 0.264
70 H 0.251
71 H 0.194



(3)
C36H28BF5IrN6S as an isolated structure. Source: the Open Molecules 2025 dataset; level of theory: ωB97M-V/def2-TZVPD.

The geometry in XYZ format:
```
78
Properties=species:S:1:pos:R:3:forces:R:3
Ir 0.022235 -0.134237 -0.340755 2.14 2.71 2.97
C 1.689635 4.979763 1.311045 0.18 -0.01 0.18
C 0.897135 4.049663 0.477845 -0.26 -0.59 -0.29
C -0.033165 4.359663 -0.492055 -0.07 -0.85 -0.07
C -0.462265 3.130763 -1.021055 0.62 0.02 0.70
N 0.188135 2.136763 -0.367555 -0.70 -1.91 -0.68
N 1.000035 2.693163 0.525945 0.90 0.94 0.93
B 1.951835 1.870763 1.409645 -0.40 -0.22 -0.56
N 2.792035 0.942863 0.499445 0.59 0.81 0.99
N 2.238235 0.107663 -0.375755 -2.21 -1.18 -0.63
C 3.224335 -0.590737 -0.988555 0.08 0.26 0.52
C 4.450535 -0.164137 -0.455055 -0.85 0.04 -0.12
C 4.143035 0.809363 0.475445 -0.61 -0.40 -0.28
C 5.072235 1.580463 1.327545 -0.04 0.23 0.17
C 2.985835 -1.557937 -2.029455 -0.27 -0.70 -0.69
C 1.765335 -1.597937 -2.723355 0.60 0.06 0.45
C 1.563835 -2.507037 -3.736755 0.00 -0.40 -0.27
C 2.572535 -3.405537 -4.079055 -0.02 0.21 0.20
C 3.786935 -3.376037 -3.401855 -0.25 -0.12 -0.25
C 3.998135 -2.461237 -2.393955 -0.47 0.45 0.29
N 1.125635 0.973363 2.349345 0.62 0.62 0.33
N 0.190135 0.136863 1.890445 -0.72 -0.91 -2.33
C -0.258965 -0.599437 2.924345 0.35 0.03 0.30
C 0.417835 -0.196137 4.083645 -0.28 -0.01 -0.80
C 1.267235 0.819963 3.686245 -0.26 -0.35 -0.45
C 2.159435 1.646663 4.526145 0.16 0.16 -0.05
C -1.350465 -1.550537 2.858145 -0.70 -0.46 -0.24
C -2.522065 -1.233137 2.157045 0.36 0.06 0.44
C -3.622065 -2.062137 2.241645 -0.09 -0.24 0.09
C -3.571965 -3.222437 3.007145 0.11 0.11 -0.13
C -2.401665 -3.563437 3.677745 -0.19 -0.03 -0.10
C -1.301865 -2.734237 3.610645 0.19 0.31 -0.29
C -1.372365 2.892563 -2.109555 -0.74 -0.33 -0.86
C -1.364565 1.658963 -2.781755 0.04 0.71 0.46
C -2.211265 1.431263 -3.839755 -0.43 0.04 -0.30
C -3.100365 2.426963 -4.245755 0.23 0.00 0.19
C -3.113365 3.658263 -3.597155 -0.08 -0.33 -0.23
C -2.255765 3.898363 -2.543855 0.46 -0.59 0.32
H 1.398835 6.001063 1.084945 0.00 0.04 0.00
H 1.527135 4.801963 2.372045 0.01 0.02 0.07
H 2.753835 4.870163 1.107645 0.05 0.05 0.02
H -0.341765 5.337463 -0.797255 -0.04 0.19 -0.09
H 2.650535 2.575963 2.028545 0.23 0.18 0.22
H 5.431035 -0.503837 -0.715555 0.17 -0.05 -0.16
H 6.095435 1.290863 1.109145 0.03 -0.02 -0.03
H 4.969235 2.649363 1.153045 0.04 0.07 0.03
H 4.875735 1.386763 2.380345 0.04 0.04 0.08
H 0.993535 -0.864837 -2.477555 -0.07 0.18 -0.22
H 0.636035 -2.521437 -4.287055 -0.13 0.02 -0.03
H 2.413635 -4.119237 -4.872755 -0.02 -0.02 -0.07
H 4.567135 -4.072637 -3.665455 0.07 -0.06 -0.03
H 4.937435 -2.451437 -1.865955 0.12 0.01 0.07
H 0.261935 -0.566937 5.076545 -0.10 -0.01 0.17
H 2.009735 1.393663 5.570345 -0.01 -0.01 0.07
H 3.202735 1.471463 4.276145 0.12 0.03 0.01
H 1.947835 2.704463 4.387245 0.04 0.07 0.05
H -2.577365 -0.297337 1.619045 -0.05 0.16 -0.04
H -4.538565 -1.797537 1.738545 -0.15 0.08 -0.04
H -4.447465 -3.849037 3.086045 -0.06 -0.08 0.03
H -2.360465 -4.469537 4.259845 0.02 -0.11 0.08
H -0.385565 -2.994537 4.119545 0.04 -0.02 0.13
H -0.652265 0.891963 -2.459855 0.12 -0.01 -0.26
H -2.185865 0.491863 -4.369855 -0.01 -0.13 -0.05
H -3.775265 2.242963 -5.067355 -0.01 -0.01 -0.09
H -3.801565 4.424763 -3.917555 -0.05 0.08 -0.02
H -2.284065 4.846763 -2.031655 0.03 0.11 0.06
F -6.354765 -3.145337 -1.350655 0.75 0.08 0.08
C -5.060365 -3.005137 -1.136855 -0.23 -0.36 0.00
C -4.469065 -1.741237 -1.235355 0.52 0.85 -0.03
F -5.197665 -0.679737 -1.558755 0.17 -0.41 0.12
C -3.116865 -1.602637 -0.971855 -0.46 0.12 -0.12
F -2.541165 -0.374937 -1.022955 -0.06 -0.20 0.15
C -2.307465 -2.686437 -0.615155 0.80 0.60 -0.03
S -0.633165 -2.517937 -0.215855 0.30 0.48 -0.02
C -2.918465 -3.949537 -0.539055 -0.14 -0.52 0.08
F -2.179565 -4.992837 -0.195655 -0.36 0.26 -0.13
C -4.276065 -4.113237 -0.799155 0.17 -0.18 0.07
F -4.827065 -5.311937 -0.716255 0.11 0.32 0.00
```
Forces are in eV/Å.

Its spin multiplicity is 2. The gap between HOMO and LUMO (alpha / beta) comes out at 5.08 / 4.33 eV. Its maximum force is 4.556 eV Å⁻¹. As for the energy above the lowest of the compared OMol25 structures with the same formula, charge and spin: 2.639 eV. The value obtained for the LUMO energy (alpha / beta) is -8.48 / -9.21 eV. The energy comes out at -74649.984 eV. The HOMO energy (alpha / beta) is -13.559 / -13.546 eV. The net charge is +2.

Charges obtained by Löwdin population analysis, quoted in units of e:
1 Ir 1.194
2 C 0.004
3 C -0.225
4 C 0.072
5 C -0.198
6 N 0.000
7 N 0.019
8 B -0.486
9 N 0.035
10 N 0.016
11 C -0.189
12 C 0.076
13 C -0.219
14 C 0.011
15 C -0.162
16 C -0.078
17 C -0.064
18 C -0.042
19 C -0.041
20 C -0.001
21 N 0.038
22 N 0.025
23 C -0.219
24 C 0.080
25 C -0.219
26 C 0.013
27 C -0.201
28 C -0.072
29 C -0.075
30 C -0.038
31 C -0.037
32 C -0.005
33 C -0.161
34 C -0.070
35 C -0.069
36 C -0.046
37 C -0.045
38 C 0.000
39 H 0.097
40 H 0.091
41 H 0.095
42 H 0.126
43 H 0.116
44 H 0.127
45 H 0.099
46 H 0.097
47 H 0.087
48 H 0.049
49 H 0.112
50 H 0.117
51 H 0.120
52 H 0.117
53 H 0.134
54 H 0.099
55 H 0.088
56 H 0.095
57 H 0.112
58 H 0.115
59 H 0.120
60 H 0.120
61 H 0.127
62 H 0.055
63 H 0.111
64 H 0.115
65 H 0.118
66 H 0.117
67 F 0.200
68 C -0.085
69 C -0.121
70 F 0.167
71 C -0.214
72 F 0.028
73 C -0.475
74 S 0.905
75 C -0.210
76 F 0.141
77 C -0.112
78 F 0.177